Molecular formula: C83H116N10O33
Method: DFT, ωB97M-V/def2-TZVPD

- LUMO: 0.0141 Eh
- Molar mass: 1781.878 g/mol
- Orbital gap: 9.1 eV

Each line ends with the Löwdin charge.
CARTESIAN COORDINATES (ANGSTROEM)
C -2.240 5.544 3.910  -0.042
O -1.039 5.653 3.092  -0.043
C -0.881 4.502 2.237  -0.542
O -1.749 3.664 2.216  0.076
O 0.277 4.580 1.629  0.038
C 0.597 3.697 0.538  0.029
H -3.079 5.587 3.243  0.078
H -2.291 6.299 4.681  0.100
H -2.231 4.559 4.242  0.032
H 1.586 3.889 0.200  0.072
H -0.136 3.874 -0.273  0.113
H 0.547 2.666 0.805  0.079
C 4.399 2.632 -1.532  -0.015
O 3.835 1.991 -0.402  0.001
C 3.756 2.757 0.645  -0.672
O 4.100 3.901 0.711  0.118
O 3.455 2.087 1.769  -0.014
C 3.350 0.641 1.678  -0.025
H 3.581 2.863 -2.211  0.091
H 5.110 1.987 -1.947  0.076
H 4.971 3.602 -1.394  0.126
H 2.484 0.240 1.150  0.066
H 3.428 0.296 2.696  0.067
H 4.240 0.389 1.083  0.085
C 2.372 7.854 0.556  -0.001
O 2.233 6.618 -0.225  -0.006
C 1.798 6.761 -1.471  -0.638
O 2.094 5.964 -2.302  0.134
O 1.030 7.852 -1.700  -0.021
C 0.731 7.962 -3.120  -0.017
H 3.065 8.608 0.032  0.123
H 2.790 7.586 1.536  0.077
H 1.383 8.307 0.658  0.088
H 0.303 8.937 -3.201  0.083
H 0.022 7.221 -3.481  0.098
H 1.650 7.925 -3.666  0.089
C 1.424 3.043 -9.181  -0.021
O 0.390 2.128 -8.781  -0.016
C 0.634 1.288 -7.738  -0.578
O 1.693 1.262 -7.133  0.103
O -0.410 0.504 -7.588  -0.013
C -0.228 -0.633 -6.726  -0.004
H 1.071 3.518 -10.054  0.075
H 2.287 2.458 -9.499  0.095
H 1.703 3.716 -8.316  0.111
H 0.025 -0.382 -5.684  0.108
H 0.554 -1.255 -7.157  0.108
H -1.080 -1.238 -6.822  0.057
C 2.370 -3.036 2.294  0.019
O 2.582 -3.450 3.677  -0.002
C 2.642 -2.517 4.621  -0.626
O 2.608 -1.324 4.511  0.113
O 2.653 -3.150 5.778  -0.041
C 2.915 -2.359 6.947  -0.009
H 3.117 -3.576 1.614  0.095
H 2.576 -1.990 2.314  0.059
H 1.378 -3.282 1.886  0.081
H 2.604 -2.942 7.833  0.108
H 2.401 -1.387 7.011  0.091
H 3.967 -2.263 6.890  0.084
C 2.631 3.784 -5.342  -0.048
O 1.284 4.152 -5.603  -0.023
C 0.360 3.372 -4.995  -0.575
O 0.595 2.695 -4.014  0.098
O -0.813 3.622 -5.589  0.002
C -2.006 3.097 -4.994  -0.017
H 2.899 3.908 -4.316  0.065
H 3.282 4.437 -5.969  0.108
H 2.769 2.737 -5.702  0.085
H -1.839 2.717 -3.968  0.080
H -2.456 2.325 -5.615  0.073
H -2.672 3.956 -4.928  0.091
C 0.733 -3.076 -2.071  -0.065
O 0.805 -4.385 -1.552  -0.010
C 1.820 -4.755 -0.741  -0.542
O 2.819 -4.102 -0.550  0.098
O 1.574 -6.004 -0.247  -0.021
C 2.521 -6.514 0.654  -0.054
H 1.173 -3.055 -3.099  0.113
H 1.257 -2.296 -1.504  0.079
H -0.320 -2.828 -2.046  0.046
H 3.538 -6.255 0.364  0.095
H 2.402 -7.590 0.702  0.094
H 2.296 -6.063 1.650  0.090
C 6.534 -3.093 1.495  0.022
O 6.963 -1.678 1.493  0.007
C 7.151 -1.170 0.306  -0.656
O 7.289 -1.755 -0.699  0.160
O 7.197 0.190 0.281  -0.014
C 7.207 0.984 1.436  -0.058
H 5.613 -3.216 0.970  0.077
H 6.349 -3.231 2.580  0.102
H 7.282 -3.823 1.291  0.086
H 8.024 0.665 2.042  0.082
H 6.196 0.945 1.979  0.113
H 7.488 1.982 1.136  0.093
C -3.340 0.748 -7.980  -0.007
O -4.421 -0.206 -7.818  0.024
C -5.063 -0.138 -6.674  -0.655
O -4.691 0.536 -5.747  0.097
O -6.014 -1.045 -6.642  0.019
C -6.819 -1.088 -5.446  -0.013
H -2.770 0.410 -8.853  0.105
H -2.704 0.606 -7.144  0.051
H -3.625 1.738 -8.213  0.094
H -6.726 -0.141 -4.897  0.097
H -6.461 -1.779 -4.758  0.039
H -7.811 -1.307 -5.690  0.081
C -2.742 -3.395 -0.579  -0.022
O -2.663 -3.792 0.788  0.013
C -1.557 -3.478 1.438  -0.564
O -0.614 -2.875 0.993  0.124
O -1.550 -3.983 2.690  0.002
C -2.788 -4.537 3.214  -0.031
H -3.016 -2.395 -0.850  0.082
H -3.518 -3.945 -1.017  0.047
H -1.882 -3.785 -1.079  0.084
H -3.664 -3.816 3.298  0.105
H -2.563 -4.841 4.212  0.072
H -3.164 -5.346 2.660  0.062
C -0.866 0.049 -2.289  -0.022
O -1.317 -0.189 -0.934  0.009
C -0.392 -0.090 0.010  -0.596
O 0.807 0.104 -0.195  0.075
O -1.011 -0.058 1.166  -0.002
C -0.294 -0.230 2.350  -0.044
H -1.789 0.126 -2.899  0.095
H -0.253 -0.729 -2.724  0.060
H -0.244 0.958 -2.465  0.089
H -1.018 -0.211 3.203  0.093
H 0.455 0.590 2.538  0.084
H 0.310 -1.119 2.261  0.072
N 4.906 -1.052 -4.322  0.061
C 5.045 -1.428 -3.052  -0.140
C 4.115 -1.203 -2.044  -0.063
C 3.066 -0.376 -2.324  -0.092
C 2.891 0.035 -3.651  -0.059
C 3.843 -0.308 -4.608  -0.156
H 5.916 -1.997 -2.855  0.084
H 4.266 -1.748 -1.137  0.091
H 2.315 -0.191 -1.575  0.070
H 2.069 0.708 -3.915  0.081
H 3.698 0.026 -5.631  0.092
N -1.490 -2.885 -4.288  0.070
C -1.105 -3.656 -5.351  -0.161
C -1.904 -3.996 -6.415  -0.087
C -3.248 -3.668 -6.350  -0.071
C -3.717 -2.995 -5.244  -0.037
C -2.792 -2.594 -4.221  -0.105
H -0.033 -3.866 -5.412  0.110
H -1.443 -4.679 -7.124  0.109
H -3.982 -3.989 -7.053  0.108
H -4.741 -2.748 -5.243  0.063
H -3.017 -1.999 -3.313  0.086
N 1.929 -8.078 3.920  0.053
C 2.354 -6.884 4.349  -0.174
C 1.622 -6.024 5.142  -0.057
C 0.293 -6.371 5.428  -0.058
C -0.112 -7.631 5.034  -0.102
C 0.731 -8.459 4.328  -0.182
H 3.387 -6.585 4.121  0.113
H 2.080 -5.059 5.452  0.090
H -0.380 -5.662 5.941  0.104
H -1.130 -8.006 5.133  0.099
H 0.243 -9.400 3.932  0.120
N -3.958 3.195 -2.111  0.068
C -3.518 3.542 -0.889  -0.147
C -4.207 4.349 0.028  -0.049
C -5.431 4.914 -0.370  -0.049
C -5.877 4.599 -1.660  -0.076
C -5.158 3.745 -2.454  -0.151
H -2.510 3.270 -0.598  0.091
H -3.654 4.531 0.976  0.091
H -6.030 5.498 0.287  0.093
H -6.768 4.964 -2.123  0.097
H -5.531 3.441 -3.385  0.089
N -5.416 -1.831 -2.320  0.072
C -5.625 -2.515 -1.160  -0.146
C -5.648 -1.840 0.060  -0.095
C -5.445 -0.506 0.175  -0.079
C -5.215 0.214 -0.997  -0.031
C -5.129 -0.507 -2.192  -0.135
H -5.869 -3.549 -1.171  0.095
H -5.862 -2.537 0.910  0.129
H -5.511 -0.064 1.144  0.088
H -5.251 1.279 -1.134  0.075
H -4.998 0.032 -3.148  0.099
N -1.629 -2.920 6.730  0.065
C -1.089 -2.056 5.853  -0.153
C -0.535 -0.833 6.169  -0.066
C -0.742 -0.395 7.467  -0.093
C -1.384 -1.230 8.350  -0.085
C -1.916 -2.453 7.930  -0.162
H -1.028 -2.494 4.866  0.095
H -0.071 -0.172 5.409  0.093
H -0.343 0.561 7.791  0.102
H -1.265 -0.957 9.455  0.126
H -2.528 -3.062 8.577  0.100
N 4.121 7.770 4.059  0.043
C 3.388 6.650 4.292  -0.169
C 3.811 5.380 4.053  -0.040
C 5.138 5.245 3.517  -0.037
C 5.859 6.393 3.353  -0.097
C 5.371 7.627 3.670  -0.179
H 2.336 6.900 4.581  0.116
H 3.190 4.565 4.324  0.074
H 5.500 4.283 3.322  0.084
H 6.893 6.371 3.049  0.100
H 6.014 8.499 3.498  0.110
N -3.939 -1.164 4.044  0.080
C -4.118 -0.671 5.263  -0.168
C -4.197 0.670 5.528  -0.074
C -3.923 1.576 4.508  -0.045
C -3.694 1.026 3.239  -0.056
C -3.695 -0.332 3.078  -0.197
H -4.348 -1.443 6.007  0.111
H -4.507 0.967 6.561  0.120
H -3.900 2.612 4.754  0.092
H -3.450 1.740 2.498  0.083
H -3.623 -0.767 2.060  0.109
N 1.427 1.815 4.421  0.085
C 2.462 1.954 5.280  -0.151
C 2.379 2.716 6.419  -0.074
C 1.178 3.415 6.694  -0.054
C 0.098 3.259 5.814  -0.054
C 0.299 2.475 4.691  -0.159
H 3.374 1.426 5.014  0.106
H 3.282 2.841 7.030  0.111
H 1.208 4.112 7.490  0.092
H -0.777 3.911 5.921  0.100
H -0.467 2.335 3.928  0.093
N -4.320 -6.303 -2.104  0.059
C -3.929 -6.660 -0.868  -0.172
C -2.633 -7.008 -0.557  -0.063
C -1.652 -7.060 -1.576  -0.048
C -2.093 -6.841 -2.862  -0.074
C -3.379 -6.354 -3.052  -0.157
H -4.753 -6.669 -0.171  0.103
H -2.379 -7.083 0.482  0.095
H -0.612 -7.310 -1.414  0.102
H -1.471 -6.944 -3.743  0.105
H -3.595 -6.019 -4.060  0.095